Record 1
Here is a molecular structure, C21H33AuN2O8P2S2 from OMol25. Energies are from the ωB97M-V functional and the def2-TZVPD basis.

As for the highest occupied orbital energy (spin up / spin down): -13.76 / -13.72 eV. Its LUMO energy (spin up / spin down) is -10.08 / -9.96 eV. Its total charge is +2. Its spin multiplicity is 1.

The geometry in XYZ format:
```
69
Properties=species:S:1:pos:R:3:lowdin_charge:R:1
Au -1.260 0.053 0.570 0.984
S 1.873 -1.302 0.641 1.050
S -0.137 2.002 1.288 0.850
P -3.374 -1.583 -0.010 0.344
P -2.080 -0.744 -2.441 0.452
O -2.290 -0.598 -3.985 -0.044
O -4.453 -2.632 0.440 -0.035
O -3.591 -0.197 0.555 -0.292
O -4.683 -0.658 -2.146 -0.003
O -1.818 0.544 -1.754 -0.313
O -0.908 -1.786 -2.376 -0.084
O -1.951 -2.025 0.258 -0.292
O 0.761 -0.767 -0.221 -0.608
N -2.165 3.504 2.157 -0.173
N -0.539 2.896 3.741 -0.181
C 2.446 -3.216 -1.215 -0.304
C 1.601 -5.463 -0.999 -0.057
C 2.667 1.587 -0.933 -0.065
C -3.669 -1.538 -1.829 -0.615
C 1.461 -4.317 -3.118 -0.058
C 2.060 -3.206 -2.558 -0.044
C 3.216 2.205 -2.037 -0.054
C -2.798 3.229 0.885 -0.055
C 1.215 -5.443 -2.337 -0.049
C -2.654 4.709 2.810 -0.008
C 4.594 2.183 -2.236 -0.049
C 3.063 -2.017 -0.599 -0.219
C 3.491 0.919 -0.021 -0.309
C 2.888 0.186 1.119 -0.270
C -3.868 -2.889 -2.453 -0.039
C 0.814 2.429 3.974 -0.065
C -1.285 3.163 4.955 -0.011
C -1.064 2.865 2.522 -0.572
C 4.875 0.919 -0.216 -0.039
C 2.212 -4.361 -0.442 -0.048
C 5.424 1.550 -1.315 -0.050
H -1.070 2.363 5.666 0.114
H 2.524 -4.374 0.592 0.115
H 2.580 2.703 -2.752 0.113
H 6.493 1.554 -1.463 0.116
H -0.305 -1.611 -1.639 0.033
H -2.324 3.785 0.072 0.117
H -3.931 -2.800 -3.537 0.103
H 1.189 -4.309 -4.161 0.115
H -1.894 5.140 3.456 0.099
H 1.420 -6.343 -0.400 0.113
H -2.352 3.164 4.768 0.093
H 3.938 -2.269 0.001 0.123
H -4.628 -2.692 1.384 0.115
H -0.979 4.111 5.402 0.116
H -4.806 -3.320 -2.103 0.101
H -2.885 5.443 2.035 0.114
H -2.761 2.165 0.643 0.023
H 0.732 -6.305 -2.772 0.113
H -2.809 0.160 -4.264 0.115
H 1.599 1.607 -0.778 0.058
H -3.566 4.519 3.378 0.112
H -3.842 3.529 0.953 0.116
H 3.639 -0.195 1.809 0.107
H 1.118 2.734 4.973 0.110
H 2.174 0.818 1.648 0.024
H 3.294 -1.244 -1.330 0.106
H 2.263 -2.337 -3.166 0.122
H 5.023 2.665 -3.100 0.114
H 1.499 2.871 3.252 0.089
H -3.043 -3.546 -2.186 0.096
H 0.879 1.339 3.908 0.098
H -4.756 0.036 -1.471 0.104
H 5.514 0.438 0.508 0.120
```

***

Record 2
Here is a single C21H23N3O4 molecule from OMol25. Energies are from the ωB97M-V functional and the def2-TZVPD basis.

The SMILES is Cc1c(OCC(=O)NCCCn2ccnc2)ccc2c3c(c(=O)oc12)CCC3. As for the highest occupied orbital energy: -8.58 eV. Its LUMO energy is 0.02 eV. The value obtained for the energy relative to the best compared isomer or geometry (same formula, charge and spin) is 107.41 kJ/mol. Its total charge is 0. Its spin multiplicity is 1.

The geometry in XYZ format:
```
51
Properties=species:S:1:pos:R:3:lowdin_charge:R:1
O -4.603 0.676 -2.204 0.135
O -2.631 -0.275 -1.871 0.128
O 1.600 -2.250 -1.563 -0.045
O 4.036 -2.266 1.039 0.074
N 2.121 3.971 -1.161 0.056
N 3.363 -0.606 -0.341 0.090
N 1.772 2.242 0.166 -0.094
C 0.493 -1.820 -0.889 -0.225
C 0.352 -1.877 0.500 -0.017
C -3.990 0.179 0.033 -0.084
C 2.343 3.462 0.019 -0.187
C -1.674 -0.798 -1.070 -0.138
C 1.860 1.365 1.302 -0.134
C -0.794 -1.402 1.097 -0.008
C -3.479 -0.261 2.289 -0.115
C 1.372 3.053 -1.822 -0.152
C -4.975 0.097 2.195 -0.155
C -5.182 0.682 0.786 -0.112
C -0.519 -1.281 -1.690 -0.129
C -0.353 -1.220 -3.176 0.002
C -1.825 -0.856 0.331 -0.093
C 2.644 -2.854 -0.836 -0.084
C -3.819 0.237 -1.401 -0.386
C 3.304 0.941 1.598 -0.143
C 4.055 0.458 0.351 -0.160
C -3.050 -0.340 0.856 -0.106
C 1.147 1.972 -1.020 -0.072
C 3.420 -1.885 0.068 -0.498
H 0.589 1.070 -1.172 0.098
H -5.177 1.775 0.793 0.126
H 5.031 0.076 0.664 0.126
H 2.292 -3.702 -0.237 0.141
H -3.311 -1.197 2.822 0.118
H 0.083 -2.148 -3.538 0.089
H 1.247 0.484 1.090 0.099
H 3.860 1.777 2.022 0.110
H 3.283 0.136 2.333 0.114
H 3.337 -3.235 -1.593 0.146
H -2.910 0.522 2.797 0.128
H -6.116 0.363 0.325 0.121
H 2.813 -0.376 -1.155 0.136
H 2.905 3.942 0.795 0.125
H 1.043 3.228 -2.826 0.093
H 1.136 -2.287 1.117 0.116
H 0.319 -0.407 -3.450 0.091
H -5.275 0.794 2.974 0.107
H -0.899 -1.446 2.169 0.120
H 4.201 1.282 -0.349 0.123
H -5.572 -0.808 2.305 0.112
H -1.313 -1.050 -3.653 0.086
H 1.445 1.865 2.184 0.129
```

***

Record 3
Here is 2 unconnected molecules or ions with the total composition CH3O2S from OMol25. Energies are from the ωB97M-V functional and the def2-TZVPD basis.

As for the highest occupied orbital energy: -3.50 eV. Its LUMO energy is 4.14 eV. The value obtained for the energy relative to the best compared isomer or geometry (same formula, charge and spin) is 3.25 kJ/mol. Its total charge is -1. Its spin multiplicity is 1.

The geometry in XYZ format:
```
7
Properties=species:S:1:pos:R:3:lowdin_charge:R:1
S 1.264 -1.650 -0.712 -0.110
O -1.607 1.884 1.241 -0.002
O -0.169 0.998 -0.207 -0.019
C -1.079 0.924 0.729 -0.475
H 0.519 -1.823 -1.819 -0.405
H 0.369 0.131 -0.260 -0.111
H -1.367 -0.102 1.003 0.122
```

***

> Look up the total charge of the second one.

0

***

What did the first record say?
Here is a molecular structure, C21H33AuN2O8P2S2 from OMol25. Energies are from the ωB97M-V functional and the def2-TZVPD basis.

As for the highest occupied orbital energy (spin up / spin down): -13.76 / -13.72 eV. Its LUMO energy (spin up / spin down) is -10.08 / -9.96 eV. Its total charge is +2. Its spin multiplicity is 1.

The geometry in XYZ format:
```
69
Properties=species:S:1:pos:R:3:lowdin_charge:R:1
Au -1.260 0.053 0.570 0.984
S 1.873 -1.302 0.641 1.050
S -0.137 2.002 1.288 0.850
P -3.374 -1.583 -0.010 0.344
P -2.080 -0.744 -2.441 0.452
O -2.290 -0.598 -3.985 -0.044
O -4.453 -2.632 0.440 -0.035
O -3.591 -0.197 0.555 -0.292
O -4.683 -0.658 -2.146 -0.003
O -1.818 0.544 -1.754 -0.313
O -0.908 -1.786 -2.376 -0.084
O -1.951 -2.025 0.258 -0.292
O 0.761 -0.767 -0.221 -0.608
N -2.165 3.504 2.157 -0.173
N -0.539 2.896 3.741 -0.181
C 2.446 -3.216 -1.215 -0.304
C 1.601 -5.463 -0.999 -0.057
C 2.667 1.587 -0.933 -0.065
C -3.669 -1.538 -1.829 -0.615
C 1.461 -4.317 -3.118 -0.058
C 2.060 -3.206 -2.558 -0.044
C 3.216 2.205 -2.037 -0.054
C -2.798 3.229 0.885 -0.055
C 1.215 -5.443 -2.337 -0.049
C -2.654 4.709 2.810 -0.008
C 4.594 2.183 -2.236 -0.049
C 3.063 -2.017 -0.599 -0.219
C 3.491 0.919 -0.021 -0.309
C 2.888 0.186 1.119 -0.270
C -3.868 -2.889 -2.453 -0.039
C 0.814 2.429 3.974 -0.065
C -1.285 3.163 4.955 -0.011
C -1.064 2.865 2.522 -0.572
C 4.875 0.919 -0.216 -0.039
C 2.212 -4.361 -0.442 -0.048
C 5.424 1.550 -1.315 -0.050
H -1.070 2.363 5.666 0.114
H 2.524 -4.374 0.592 0.115
H 2.580 2.703 -2.752 0.113
H 6.493 1.554 -1.463 0.116
H -0.305 -1.611 -1.639 0.033
H -2.324 3.785 0.072 0.117
H -3.931 -2.800 -3.537 0.103
H 1.189 -4.309 -4.161 0.115
H -1.894 5.140 3.456 0.099
H 1.420 -6.343 -0.400 0.113
H -2.352 3.164 4.768 0.093
H 3.938 -2.269 0.001 0.123
H -4.628 -2.692 1.384 0.115
H -0.979 4.111 5.402 0.116
H -4.806 -3.320 -2.103 0.101
H -2.885 5.443 2.035 0.114
H -2.761 2.165 0.643 0.023
H 0.732 -6.305 -2.772 0.113
H -2.809 0.160 -4.264 0.115
H 1.599 1.607 -0.778 0.058
H -3.566 4.519 3.378 0.112
H -3.842 3.529 0.953 0.116
H 3.639 -0.195 1.809 0.107
H 1.118 2.734 4.973 0.110
H 2.174 0.818 1.648 0.024
H 3.294 -1.244 -1.330 0.106
H 2.263 -2.337 -3.166 0.122
H 5.023 2.665 -3.100 0.114
H 1.499 2.871 3.252 0.089
H -3.043 -3.546 -2.186 0.096
H 0.879 1.339 3.908 0.098
H -4.756 0.036 -1.471 0.104
H 5.514 0.438 0.508 0.120
```

***

> total charge of number 2 (C21H23N3O4)?

0